8
Properties=species:S:1:pos:R:3:mulliken_charge:R:1 method="wB97M-V/def2-TZVPD" mol_weight_g_mol=99.11 gap_ha="0.365 / 0.226" lumo_ev="-1.206 / -3.415" largest_force_ev_per_a=3.56 charge=0 e_homo_ev="-11.133 / -9.574" e_above_lowest_kcal_mol=86.7
C -1.68082 0.26144 0.17138 -0.592
N 0.77015 0.67926 -0.94312 -0.280
F 1.97386 -1.59403 -0.52800 -0.280
F 1.67597 -0.10959 1.34678 -0.345
S 1.99680 0.10590 -0.39838 0.618
H -0.99574 0.86123 0.75038 0.304
H -1.70062 -0.83324 0.41523 0.288
H -2.03959 0.62903 -0.81427 0.287


12
Properties=species:S:1:pos:R:3:mulliken_charge:R:1 method="wB97M-V/def2-TZVPD" mol_weight_g_mol=290.01 gap_ha=0.315 lumo_ev=-0.945 largest_force_ev_per_a=4.72 charge=0 e_homo_ev=-9.513
O -0.37039 0.61570 -2.29523 -0.577
S 0.22773 0.49900 -0.92485 0.541
O 1.69696 0.90557 -0.99821 -0.649
In -0.14354 -1.75358 0.17187 0.519
C -0.70127 1.74129 0.16140 0.648
F -0.08460 1.67281 1.42858 -0.214
F -2.00164 1.23359 0.36216 -0.202
F -0.73573 3.02064 -0.35847 -0.183
H -1.05260 -1.49611 1.71990 -0.216
H 1.41528 -2.55588 0.65402 -0.357
H -1.09207 -2.88558 -0.84476 -0.242
K 2.84187 -0.99746 0.92360 0.932


9
Properties=species:S:1:pos:R:3:mulliken_charge:R:1 method="wB97M-V/def2-TZVPD" mol_weight_g_mol=100.04 gap_ha="0.255 / 0.398" lumo_ev="-0.526 / 0.956" largest_force_ev_per_a=3.34 charge=0 e_homo_ev="-7.466 / -9.879" e_above_lowest_kcal_mol=58.6
C -0.05872 1.41721 0.75319 0.471
N -0.05132 -1.53154 -0.58647 -0.056
N -0.26436 -0.61713 -1.44366 -0.589
F -1.12320 2.02153 1.32342 -0.185
F 0.21527 0.23111 1.35156 -0.186
F 1.03841 2.21440 0.73641 -0.181
H 0.72405 -1.75210 0.03021 0.236
H -0.95717 -1.83019 -0.24810 0.273
H 0.47705 -0.15329 -1.91657 0.217